No. 1
Formula: C40H43CaCl2F5NOPS3Se
Source: the Open Molecules 2025 dataset
Level of theory: the ωB97M-V functional and the def2-TZVPD basis

Geometry (Å):
Se (1.326, 3.431, -2.589)
Ca (-0.877, -0.512, -0.256)
Cl (3.945, -0.509, -0.672)
Cl (1.666, 1.110, 0.167)
S (-1.381, 1.215, 1.648)
S (-3.547, -0.992, 0.083)
S (-4.655, -7.724, -3.349)
P (0.386, -1.764, 3.031)
F (5.445, 3.571, -5.792)
F (1.889, 6.545, -6.746)
F (4.401, 5.606, -7.303)
F (0.484, 5.544, -4.663)
F (4.056, 2.582, -3.686)
O (-7.231, -7.597, -3.122)
N (-1.751, 0.609, -2.229)
C (2.418, 5.563, -5.978)
C (-2.756, -6.637, -1.679)
C (3.689, 5.082, -6.276)
C (0.581, -0.787, 4.590)
C (3.287, 1.123, -0.541)
C (-2.117, -2.080, 4.072)
C (-2.280, -4.450, -3.320)
C (-3.099, 1.084, 1.875)
C (-3.954, 0.259, 1.228)
C (-1.538, -3.474, 2.105)
C (-3.621, 2.063, 2.897)
C (-0.737, -4.158, 4.357)
C (2.230, 4.048, -4.071)
C (0.753, -1.242, 5.895)
C (0.705, 1.486, 5.416)
C (-3.172, -5.420, -3.715)
C (0.910, 1.018, 6.704)
C (1.711, 5.050, -4.909)
C (0.924, -0.348, 6.940)
C (-0.836, -3.468, -1.603)
C (-2.216, 1.835, -2.060)
C (-1.866, -5.665, -1.283)
C (-3.384, 2.288, -2.658)
C (-1.031, -2.963, 3.456)
C (-2.430, -0.220, -3.007)
C (-3.438, -6.500, -2.881)
C (4.218, 4.060, -5.494)
C (0.558, 0.590, 4.372)
C (3.501, 3.563, -4.425)
C (-5.433, 0.368, 1.513)
C (-4.085, 1.419, -3.478)
C (-1.631, -4.532, -2.078)
C (2.077, -2.659, 2.988)
C (-6.145, -5.656, -2.188)
C (2.069, -3.498, 1.711)
C (-0.225, -2.534, -1.107)
C (3.063, -1.499, 2.815)
C (-3.594, 0.137, -3.668)
C (-6.211, -6.991, -2.865)
C (2.530, -3.503, 4.175)
H (-2.092, -3.594, -3.959)
H (3.949, 1.685, 0.116)
H (-3.738, 3.295, -2.483)
H (-4.116, -0.576, -4.293)
H (-7.163, -5.284, -2.068)
H (-5.646, 0.195, 2.571)
H (1.627, -2.932, 0.888)
H (1.052, 1.711, 7.522)
H (-4.155, 1.551, 3.706)
H (-2.019, -1.219, -3.089)
H (-1.872, -2.639, 1.482)
H (0.377, 0.951, 3.368)
H (-0.074, -4.858, 3.854)
H (-5.010, 1.729, -3.947)
H (-5.668, -5.736, -1.209)
H (0.751, -2.299, 6.124)
H (-1.867, -1.768, 5.086)
H (-2.255, -1.191, 3.453)
H (-0.299, -3.861, 5.307)
H (1.069, -0.719, 7.948)
H (0.658, 2.549, 5.221)
H (-5.562, -4.950, -2.780)
H (-5.976, -0.369, 0.922)
H (2.578, -2.908, 5.082)
H (3.140, -0.910, 3.729)
H (-4.306, 2.783, 2.441)
H (-3.688, -5.340, -4.663)
H (-5.811, 1.361, 1.256)
H (-1.356, -5.755, -0.334)
H (3.231, 1.556, -1.542)
H (-3.064, -2.620, 4.100)
H (-1.671, -4.682, 4.570)
H (1.485, -4.406, 1.846)
H (-2.386, -4.145, 2.248)
H (3.083, -3.783, 1.427)
H (-0.757, -4.011, 1.567)
H (2.727, -0.844, 2.015)
H (-2.780, 2.603, 3.330)
H (-1.627, 2.482, -1.420)
H (3.534, -3.886, 3.987)
H (1.880, -4.352, 4.345)
H (-2.951, -7.502, -1.057)
H (4.057, -1.870, 2.561)

Computed properties:
Gap between HOMO and LUMO ... 4.8 eV
Net charge ... -2
E_LUMO ... 3.64 eV
Electronic energy ... -209929.5918 eV

=====

No. 2
Formula: C2H2F2N2P2
Source: the Open Molecules 2025 dataset
Level of theory: the ωB97M-V functional and the def2-TZVPD basis

Geometry (Å):
P (-1.975, -1.607, -0.413)
P (-0.226, -0.140, 0.680)
F (-3.234, -1.413, 0.644)
F (-1.505, -3.011, 0.250)
N (1.477, 1.050, -0.855)
N (0.498, 0.102, -0.847)
C (0.774, 1.161, 1.375)
C (1.595, 1.626, 0.342)
H (2.521, 2.157, 0.595)
H (0.077, 0.075, -1.772)

Computed properties:
Gap between HOMO and LUMO (spin up / spin down) ... 6.5 / 5.6 eV
Structure (SMILES) ... FP(F)P1#CC=NN1
Net charge ... 0
Energy above the lowest of the compared OMol25 structures with the same formula, charge and spin ... 2.647 eV
E_LUMO (spin up / spin down) ... -2.10 / -2.35 eV
Electronic energy ... -29095.4675 eV

=====

No. 3
Formula: C28H45BrN2P2V
Source: the Open Molecules 2025 dataset
Level of theory: the ωB97M-V functional and the def2-TZVPD basis

Geometry (Å):
Br (2.176, 1.770, 0.686)
V (-0.768, 0.287, 0.110)
P (5.056, -0.681, 0.514)
P (-0.616, -2.056, 0.190)
N (-0.682, 0.269, 2.151)
N (-6.516, 4.829, -4.531)
C (-1.349, 0.336, 4.694)
C (-0.502, -3.248, 1.569)
C (0.585, 2.008, -0.326)
C (-0.789, 1.011, -2.011)
C (-2.378, -2.061, -0.440)
C (-4.960, 3.039, -4.064)
C (4.796, -1.910, 2.937)
C (-0.449, 0.519, 5.943)
C (-3.166, 1.695, -2.024)
C (5.285, -2.208, -1.732)
C (-5.840, 3.738, -4.898)
C (0.540, -2.669, -1.102)
C (-4.773, 3.495, -2.723)
C (3.946, -1.311, 1.806)
C (-3.363, -1.496, 0.601)
C (4.321, -1.199, -1.078)
C (-0.833, 0.374, 3.310)
C (-5.440, 4.704, -2.374)
C (-6.294, 5.317, -3.304)
C (0.082, -2.442, -2.536)
C (-1.482, -4.424, 1.467)
C (0.481, 1.563, -1.663)
C (6.592, 1.649, 0.152)
C (5.195, 1.145, 0.516)
C (-1.844, 1.993, -0.026)
C (-0.567, 2.487, 0.356)
C (-3.897, 2.828, -1.767)
C (-1.950, 1.459, -1.340)
H (-0.953, -2.793, -2.702)
H (5.049, -2.372, -2.794)
H (-0.622, -2.667, 2.499)
H (0.544, -3.593, 1.541)
H (4.157, -0.321, -1.720)
H (0.757, -2.997, -3.209)
H (-6.093, 3.462, -5.923)
H (-2.122, 1.124, 4.726)
H (7.323, 1.105, 0.758)
H (3.283, -0.501, 2.130)
H (-2.416, -1.510, -1.401)
H (0.194, 1.402, 5.904)
H (-1.125, 0.609, 6.807)
H (6.806, 1.451, -0.908)
H (-2.889, -1.246, 1.575)
H (-3.758, 3.370, -0.816)
H (-0.895, 0.544, -2.976)
H (-1.834, -0.654, 4.792)
H (4.219, -2.640, 3.516)
H (3.296, -2.074, 1.355)
H (5.245, -3.166, -1.191)
H (1.489, -2.143, -0.903)
H (3.334, -1.645, -0.890)
H (-2.463, -4.152, 1.876)
H (-6.838, 6.210, -2.994)
H (-2.753, 2.093, 0.568)
H (-3.864, -0.588, 0.220)
H (5.671, -2.404, 2.499)
H (4.444, 1.538, -0.188)
H (0.667, -3.738, -0.881)
H (4.905, 1.517, 1.512)
H (-0.530, 3.231, 1.137)
H (-3.338, 1.049, -2.874)
H (0.123, -1.376, -2.821)
H (-5.339, 5.149, -1.371)
H (-4.140, -2.251, 0.799)
H (0.195, -0.345, 6.109)
H (6.678, 2.732, 0.354)
H (-1.093, -5.279, 2.036)
H (5.146, -1.109, 3.601)
H (-1.625, -4.737, 0.424)
H (-2.559, -3.124, -0.664)
H (-4.483, 2.183, -4.540)
H (6.317, -1.843, -1.658)
H (1.295, 1.686, -2.380)

Computed properties:
2S+1 ... 4
Gap between HOMO and LUMO (spin up / spin down) ... 4.7 / 4.1 eV
Net charge ... +2
Energy above the lowest of the compared OMol25 structures with the same formula, charge and spin ... 2.448 eV
E_LUMO (spin up / spin down) ... -7.01 / -7.61 eV
Electronic energy ... -147035.6204 eV

=====

No. 4
Formula: C4H9O3
Source: the Open Molecules 2025 dataset
Level of theory: the ωB97M-V functional and the def2-TZVPD basis

Geometry (Å):
O (-1.082, 1.954, 0.128)
O (1.688, 0.965, 0.074)
O (-2.847, 2.110, 1.521)
C (-2.476, 0.087, 0.297)
C (1.870, -0.378, 0.238)
C (-2.170, 1.553, 0.633)
C (1.976, -1.172, -1.062)
H (0.782, 1.336, 0.135)
H (-2.416, -0.128, -0.772)
H (1.119, -0.952, 0.827)
H (1.117, -1.785, -1.334)
H (-1.790, -0.545, 0.848)
H (2.718, -0.578, 0.909)
H (2.194, -0.410, -1.826)
H (-3.499, -0.188, 0.601)
H (2.817, -1.869, -1.216)

Computed properties:
Gap between HOMO and LUMO ... 8.1 eV
Net charge ... -1
Energy above the lowest of the compared OMol25 structures with the same formula, charge and spin ... 0.889 eV
E_LUMO ... 3.77 eV
Electronic energy ... -10437.5767 eV

=====

Number 1: strongest force on any atom 1.13 eV/A. Number 2: strongest force on any atom 3.43 eV/A. Number 3: strongest force on any atom 3.59 eV/A. Number 4: strongest force on any atom 2.98 eV/A.